C4H4 | ωB97M-V/def2-TZVPD

Last column: natural (NBO) charge in e.
Geometry (Å):
C: -1.053 0.078 0.304  -0.497
C: -2.335 -0.132 0.131  0.248
C: 0.292 0.795 -0.033  -0.395
C: 0.326 -0.554 0.437  -0.084
H: 0.309 0.933 -1.176  0.239
H: 0.617 1.748 0.329  0.243
H: 0.649 -1.115 1.301  0.237
H: 1.195 -1.752 -1.294  0.009

Atomic forces in eV per Å
0.103 -0.984 -0.500
2.066 0.466 0.514
-0.828 0.428 -3.195
-1.216 -0.295 -0.772
0.155 -0.582 1.640
0.054 0.138 1.371
0.223 0.289 -0.044
-0.556 0.540 0.986

Values from the calculation:
energy above the lowest of the compared OMol25 structures with the same formula, charge and spin: 7.180 eV
2S+1: 1
HOMO level (spin up / spin down): -9.21 / -10.11 eV
net charge: 0
orbital gap (spin up / spin down): 8.3 / 9.0 eV

---

C43H39LuO3P2S | ωB97M-V/def2-TZVPD

Last column: Mulliken charge in e.
Geometry (Å):
C: 2.792 -1.231 -2.660  -0.313
C: 2.583 0.156 -2.520  0.701
C: 3.617 1.101 -2.559  -0.670
C: 4.883 0.652 -2.904  -0.668
C: 5.099 -0.715 -3.129  -0.517
C: 4.071 -1.656 -2.996  -0.668
P: 0.917 0.754 -2.262  0.715
C: 0.879 2.552 -2.276  0.796
C: 0.719 3.304 -1.083  -0.445
C: 0.790 4.690 -1.176  -0.713
C: 0.950 5.300 -2.420  -0.654
C: 1.054 4.541 -3.598  -0.766
C: 1.018 3.146 -3.526  -0.151
Lu: -0.185 0.191 0.029  0.734
P: -0.697 -0.904 2.313  0.763
C: 0.695 -0.698 3.422  1.112
C: 1.268 -1.859 3.956  -0.912
C: 2.264 -1.719 4.911  -0.633
C: 2.724 -0.440 5.252  -0.613
C: 2.211 0.710 4.638  -0.717
C: 1.211 0.596 3.681  -0.583
C: -2.076 0.108 2.889  1.093
C: -3.291 0.094 2.170  -0.707
C: -4.387 0.756 2.696  -0.339
C: -4.262 1.497 3.876  -0.569
C: -3.030 1.584 4.534  -0.799
C: -1.933 0.897 4.034  -0.591
C: -1.231 -2.596 2.176  0.823
C: -1.328 -3.273 0.939  -0.357
C: -1.674 -4.617 0.984  -0.590
C: -1.950 -5.226 2.211  -0.625
C: -1.882 -4.520 3.422  -0.767
C: -1.529 -3.175 3.409  -0.461
C: -0.156 0.115 -3.561  0.912
C: 0.471 -0.360 -4.717  -0.214
C: -0.320 -0.794 -5.776  -0.787
C: -1.716 -0.763 -5.664  -0.585
C: -2.337 -0.315 -4.490  -0.763
C: -1.563 0.114 -3.420  -0.245
H: -3.384 -0.473 1.242  0.207
H: -5.342 0.709 2.168  0.427
H: -5.121 2.030 4.279  0.440
H: -2.909 2.168 5.447  0.452
H: -0.961 0.958 4.528  0.492
H: 0.878 -2.842 3.664  0.463
H: 2.655 -2.622 5.372  0.446
H: 3.508 -0.352 5.997  0.422
H: 2.569 1.700 4.917  0.444
H: 0.777 1.484 3.195  0.551
H: -1.090 -2.765 -0.008  0.073
H: -1.731 -5.178 0.051  0.438
H: -2.235 -6.272 2.237  0.410
H: -2.089 -4.981 4.380  0.443
H: -1.424 -2.577 4.328  0.508
H: 1.565 -0.373 -4.765  0.455
H: 0.182 -1.142 -6.674  0.442
H: -2.318 -1.094 -6.506  0.419
H: -3.425 -0.289 -4.411  0.467
H: -2.047 0.472 -2.500  0.194
H: 0.619 2.839 -0.088  0.465
H: 0.690 5.276 -0.259  0.471
H: 0.976 6.387 -2.488  0.405
H: 1.161 5.003 -4.573  0.437
H: 1.079 2.503 -4.415  0.438
H: 3.387 2.161 -2.382  0.409
H: 5.680 1.385 -2.997  0.453
H: 6.094 -1.050 -3.400  0.430
H: 4.243 -2.717 -3.175  0.436
H: 1.953 -1.925 -2.517  0.422
H: 1.455 -0.387 0.364  0.115
H: 0.671 -1.333 -0.286  -0.180
C: -8.324 3.908 -0.203  -1.444
C: -6.863 3.518 -0.147  0.879
C: -6.268 2.867 -1.232  -0.713
C: -4.939 2.495 -1.216  -0.877
C: -4.164 2.743 -0.081  0.011
C: -4.722 3.447 0.981  -0.346
C: -6.058 3.796 0.958  -0.893
S: -2.424 2.506 -0.202  1.884
O: -2.015 3.099 -1.495  -0.558
O: -1.720 2.766 1.044  -0.648
O: -2.331 0.954 -0.364  -0.794
H: -8.531 4.592 -1.042  0.348
H: -8.973 3.033 -0.359  0.336
H: -8.647 4.406 0.721  0.351
H: -6.899 2.662 -2.104  0.386
H: -4.504 2.016 -2.089  0.482
H: -4.122 3.691 1.852  0.555
H: -6.528 4.303 1.813  0.316

Atomic forces in eV per Å
0.231 0.253 -0.079
-0.703 0.138 0.534
0.041 -0.107 -0.246
-0.150 0.036 0.169
-0.008 0.153 0.032
-0.331 -0.047 0.030
0.379 0.638 -1.388
-0.096 -0.190 0.837
0.927 -0.194 -0.989
-0.168 -0.187 0.355
-0.030 -0.138 -0.429
-0.047 -0.384 0.349
-0.183 0.528 -0.001
-5.305 4.075 0.036
-0.715 0.380 0.563
0.118 -0.057 -0.585
-0.180 0.243 0.174
0.099 0.180 -0.135
-0.079 -0.299 -0.077
-0.020 0.026 -0.120
-0.213 -0.572 0.190
-0.064 0.086 -0.058
0.175 -0.547 0.529
-0.095 0.085 -0.086
0.285 0.055 0.141
-0.166 0.029 -0.098
0.019 -0.040 0.073
0.048 0.213 -0.304
0.248 0.176 1.014
-0.147 0.034 -0.187
-0.032 0.116 0.348
0.028 0.259 -0.282
-0.032 -0.529 -0.256
0.021 -0.081 0.476
-0.164 -0.215 -0.235
0.094 0.111 0.230
0.220 0.018 0.041
0.145 0.005 -0.026
0.120 0.146 -0.037
-0.031 0.151 0.400
0.301 0.065 0.222
0.144 -0.152 -0.093
-0.177 -0.102 -0.270
-0.558 -0.058 0.033
0.367 0.501 0.257
0.144 0.316 0.033
-0.107 0.078 -0.038
0.053 -0.317 -0.071
0.242 -0.418 0.309
-0.120 -0.348 0.469
-0.057 0.034 0.357
0.077 0.086 -0.058
-0.079 -0.236 -0.179
-0.237 -0.460 -0.410
-0.516 -0.011 -0.232
-0.294 0.028 0.028
0.045 0.044 0.148
0.369 -0.073 -0.075
0.276 -0.080 -0.472
-0.017 0.218 -0.457
0.039 -0.067 -0.428
0.020 -0.279 0.053
-0.004 0.155 0.185
0.030 0.509 0.300
0.299 -0.567 -0.159
0.020 -0.308 -0.015
-0.077 0.000 0.002
0.146 0.290 0.108
0.487 0.241 -0.208
1.949 -1.716 -0.195
1.793 -1.200 0.274
-0.133 0.058 0.055
0.004 -0.014 -0.005
-0.518 -0.075 -0.234
0.136 -0.289 -0.124
-0.127 1.197 0.033
0.420 -0.284 0.357
-0.907 0.281 0.227
-0.537 -1.772 -2.392
-0.340 -0.543 2.483
0.343 0.712 -0.324
1.344 0.259 -0.329
0.204 -0.183 0.253
0.289 0.184 0.086
0.135 -0.148 -0.258
0.404 0.012 0.225
-0.002 0.080 0.144
0.051 -0.003 -0.150
0.435 -0.186 -0.367

Values from the calculation:
2S+1: 1
HOMO level (spin up / spin down): -13.25 / -13.18 eV
net charge: +2
orbital gap (spin up / spin down): 6.0 / 3.4 eV